No. 1
Molecular formula: C26H18ClN3O8ReS
Method: DFT, ωB97M-V with the def2-TZVPD basis set

Positions of all 58 atoms, in Å:
Re: -0.37 0.00 0.38
O: -5.20 0.15 -2.91
C: -4.26 0.90 -3.47
O: -4.43 1.50 -4.48
C: -2.92 0.96 -2.77
C: -1.82 1.71 -3.24
Cl: -1.67 2.62 -4.63
N: -0.79 1.55 -2.39
N: -1.17 0.73 -1.38
C: -2.45 0.38 -1.61
C: -3.02 -0.53 -0.60
O: -4.12 -0.98 -0.60
O: -2.11 -0.83 0.37
C: 0.49 2.19 -2.38
C: 1.63 1.40 -2.44
C: 2.87 2.01 -2.42
C: 2.96 3.40 -2.36
C: 1.81 4.17 -2.31
C: 0.56 3.57 -2.32
H: -4.93 -0.29 -2.08
H: 1.54 0.33 -2.54
H: 3.77 1.41 -2.47
H: 3.93 3.87 -2.36
H: 1.88 5.25 -2.27
H: -0.34 4.17 -2.27
C: 2.17 -2.71 -1.48
C: 0.95 -2.68 -0.64
O: 0.50 -1.51 -0.36
C: 0.28 -3.85 -0.17
C: 0.70 -5.11 -0.65
C: 0.05 -6.25 -0.23
C: -1.00 -6.15 0.68
C: -1.41 -4.92 1.17
C: -0.78 -3.77 0.76
H: 2.60 -1.71 -1.56
H: 1.93 -3.08 -2.48
H: 2.91 -3.39 -1.05
H: 1.51 -5.19 -1.36
H: 0.35 -7.22 -0.61
H: -1.51 -7.05 1.01
H: -2.22 -4.86 1.89
H: -1.11 -2.81 1.15
O: 1.67 0.78 1.02
C: 1.27 0.70 2.19
N: 0.21 -0.20 2.38
S: -0.95 0.81 2.97
O: -1.27 1.41 1.58
O: -2.04 0.27 3.67
C: 0.13 1.87 3.84
C: -0.13 2.78 4.83
C: 0.97 3.50 5.31
C: 2.24 3.31 4.78
C: 2.48 2.41 3.75
C: 1.41 1.67 3.29
H: -1.12 2.92 5.23
H: 0.82 4.21 6.11
H: 3.06 3.89 5.18
H: 3.47 2.27 3.34

Results
* 2S+1: 2
* E_HOMO (spin up / spin down): -14.98 / -15.04 eV
* M: 754.17 g/mol
* charge: +2
* <S²>: 0.760



No. 2
Molecular formula: C26H18ClN3OSV
Method: DFT, ωB97M-V with the def2-TZVPD basis set

Positions of all 51 atoms, in Å:
V: 0.11 0.37 -0.15
Cl: 0.95 6.09 4.22
C: 0.98 4.78 3.12
C: 2.17 4.42 2.49
C: 2.22 3.35 1.61
C: 1.07 2.65 1.37
O: 1.03 1.56 0.55
C: -0.14 3.00 1.97
C: -1.35 2.27 1.67
N: -1.48 1.33 0.79
C: -2.75 0.66 0.64
C: -3.95 1.08 1.13
C: -5.10 0.28 0.95
C: -5.04 -0.89 0.27
C: -3.81 -1.32 -0.29
C: -3.67 -2.48 -1.08
C: -2.45 -2.79 -1.63
C: -1.37 -1.95 -1.39
N: -1.44 -0.86 -0.62
C: -2.67 -0.53 -0.10
C: -0.18 4.07 2.86
H: 3.06 5.00 2.70
H: 3.14 3.07 1.11
H: -2.22 2.55 2.25
H: -4.05 2.02 1.66
H: -6.05 0.63 1.36
H: -5.92 -1.50 0.13
H: -4.53 -3.11 -1.25
H: -2.32 -3.66 -2.26
H: -0.41 -2.17 -1.83
H: -1.11 4.36 3.34
C: 0.94 -1.88 1.74
C: 1.71 -1.98 0.45
C: 2.68 -2.96 0.24
C: 3.38 -2.98 -0.93
C: 3.13 -2.02 -1.94
C: 3.81 -1.98 -3.18
C: 3.47 -1.03 -4.10
C: 2.44 -0.10 -3.85
C: 1.76 -0.13 -2.66
S: 0.41 0.97 -2.31
C: 2.12 -1.08 -1.69
N: 1.43 -1.08 -0.50
H: 1.24 -2.65 2.44
H: -0.14 -1.99 1.57
H: 1.12 -0.92 2.23
H: 2.87 -3.69 1.02
H: 4.14 -3.73 -1.10
H: 4.60 -2.69 -3.37
H: 4.00 -0.99 -5.05
H: 2.18 0.63 -4.60

Results
* 2S+1: 2
* E_HOMO (spin up / spin down): -14.01 / -14.09 eV
* M: 506.91 g/mol
* charge: +2
* <S²>: 0.782